{"formula": "C3H9N2", "method": "ωB97M-V/def2-TZVPD", "species": ["N", "N", "C", "C", "C", "H", "H", "H", "H", "H", "H", "H", "H", "H"], "coordinates": [[-0.1971, 0.1570, -1.1133], [-1.5291, 0.1734, 0.9588], [0.9997, 0.6215, -0.3828], [1.4625, -0.3239, 0.6727], [-1.4308, -0.3806, -0.2790], [0.6461, 1.5299, 0.1502], [-0.4976, 0.8299, -1.7891], [1.7655, -1.3676, 0.2902], [2.4332, 0.0225, 1.0762], [1.7163, 0.8467, -1.2087], [-2.4164, -0.0952, -0.8851], [-2.3480, -0.0058, 1.5459], [0.6625, -0.5037, 1.4305], [-1.2669, -1.5043, -0.4665]], "forces_ev_per_a": [[-1.9, -1.6, 3.0], [0.3, 0.1, -1.4], [-1.2, 0.0, -1.1], [1.1, -2.2, -0.1], [1.7, 2.7, -1.8], [0.5, 0.2, -0.3], [-0.2, 0.0, -1.0], [-0.8, 1.4, 0.1], [-0.9, 0.2, 0.3], [-0.2, 0.1, 1.0], [1.4, -0.6, 0.8], [0.1, -1.2, 0.0], [0.9, 0.3, -0.1], [-0.8, 0.6, 0.4]], "nbo_charge": [-0.432, -0.222, -0.256, -0.646, -0.240, 0.247, 0.401, 0.244, 0.267, 0.256, 0.369, 0.396, 0.223, 0.393], "energy_ha": -228.7520, "homo_lumo_gap_ev": 5.8, "homo_ev": -14.70, "charge": 1, "relative_energy_kcal_mol": 147.3}